DFT (ωB97M-V/def2-TZVPD) results for a molecular structure, C34H28NOPPdSSe.

CARTESIAN COORDINATES (ANGSTROEM)
H (-3.192, -0.190, -2.635)
O (-0.192, 0.948, -2.307)
C (-2.501, 0.687, -0.795)
C (-0.127, 2.800, 0.578)
H (6.520, -1.242, 2.793)
S (1.288, -1.278, 1.157)
H (3.560, 1.754, 2.011)
C (-1.914, -3.586, 0.208)
H (5.244, 0.753, 3.516)
C (-3.679, 3.642, -5.120)
Se (2.604, 1.169, -0.731)
C (-0.893, -2.620, 0.134)
C (-0.168, -2.245, 1.299)
C (-2.623, 0.678, 0.592)
C (-2.468, -4.034, -1.011)
H (-4.050, 2.841, -1.851)
C (4.126, 0.888, 1.692)
C (-2.389, 3.176, -5.323)
C (-3.583, 2.940, -2.825)
C (-3.498, -0.204, 1.211)
C (-1.689, 2.590, -4.277)
N (-0.528, -2.053, -1.060)
H (0.146, 1.784, 0.834)
C (-0.716, 5.430, -0.098)
H (-4.223, 4.097, -5.937)
H (-0.683, 2.217, -4.420)
H (-3.244, -4.791, -0.993)
H (-4.948, -1.756, 0.936)
H (6.104, -2.216, 0.555)
H (-1.649, 4.628, -1.844)
H (0.821, 3.612, 2.310)
Pd (0.823, -0.416, -0.866)
C (-2.010, -3.530, -2.189)
C (-0.594, -2.745, 2.510)
H (-2.395, -3.881, -3.137)
C (-2.321, -4.075, 1.470)
C (-1.679, -3.638, 2.595)
H (-5.286, 3.884, -3.717)
P (-1.331, 1.732, -1.692)
H (-4.761, -1.732, -1.532)
C (-0.832, 3.072, -0.596)
H (0.533, -2.226, -3.608)
C (-1.029, -2.510, -2.188)
H (-1.083, -2.356, -4.323)
C (-1.117, 4.397, -0.930)
H (4.429, -1.200, -0.946)
C (-4.278, 3.524, -3.871)
C (-2.285, 2.474, -3.025)
C (5.071, 0.321, 2.537)
C (-3.279, -0.190, -1.554)
H (-0.567, -0.868, -3.488)
H (-3.572, -0.214, 2.290)
H (-1.925, 3.265, -6.297)
H (-0.062, -2.461, 3.409)
H (-1.982, -4.004, 3.568)
C (5.786, -0.796, 2.133)
C (3.889, 0.347, 0.433)
C (-0.518, -1.956, -3.482)
C (-4.161, -1.058, -0.935)
C (-4.267, -1.069, 0.450)
H (0.286, 5.957, 1.722)
C (5.552, -1.342, 0.878)
C (0.267, 3.837, 1.408)
H (-0.937, 6.454, -0.369)
C (-0.028, 5.150, 1.074)
H (-2.041, 1.357, 1.198)
C (4.614, -0.773, 0.031)
H (-3.126, -4.797, 1.525)

Output
strongest force on any atom: 0.1 eV/A
energy above the lowest of the compared OMol25 structures with the same formula, charge and spin: 4.1 kcal/mol
gap between HOMO and LUMO: 6.8 eV
HOMO level: -6.85 eV
total charge: 0
E_tot: -128203.631 eV

DFT (ωB97M-V/def2-TZVPD) results for a molecular structure, C34H29Br12N5O10 at a distorted geometry.

CARTESIAN COORDINATES (ANGSTROEM)
H (-1.946, 1.466, 4.621)
C (-1.051, 0.380, 1.507)
H (-2.768, -0.613, -1.382)
C (-6.397, -0.353, 0.706)
C (4.484, 3.280, 3.902)
C (7.371, -2.768, -1.870)
H (1.819, 2.971, 8.079)
C (-3.911, -0.529, -4.601)
C (0.031, 1.067, 3.995)
Br (4.804, 5.200, 3.795)
H (0.569, 1.351, 4.885)
H (-9.662, 1.679, 1.192)
H (4.518, -3.014, -0.099)
C (4.977, -1.441, -1.476)
H (-4.884, -0.802, -2.729)
H (4.003, -1.007, -1.281)
N (-5.110, 1.719, 0.381)
N (8.613, -3.491, -2.119)
C (3.752, 0.424, -5.393)
Br (-4.035, 2.944, 5.875)
O (0.693, -0.340, -0.440)
C (6.459, -3.246, -0.953)
O (-3.576, -0.607, -7.361)
O (4.161, 2.630, -5.738)
C (5.868, -0.933, -2.426)
O (9.044, -4.218, -1.225)
O (-1.639, 0.286, -7.137)
H (6.707, -4.133, -0.383)
C (-2.791, -0.510, -2.460)
C (-1.566, -0.275, -3.091)
Br (1.946, 0.574, 7.565)
C (5.266, -2.575, -0.744)
C (7.075, -1.612, -2.588)
H (2.408, -2.494, -3.280)
H (-2.935, 0.919, 2.421)
H (2.408, 1.689, -4.281)
O (4.701, 1.276, -7.303)
C (0.319, 0.341, 1.716)
H (-0.585, -0.027, -4.933)
C (-4.997, 1.269, 5.604)
C (-1.334, 1.178, 3.778)
C (-3.939, -0.593, -3.217)
Br (-0.429, 2.665, 7.046)
H (5.030, -1.025, -6.343)
C (2.780, -1.657, -3.854)
N (4.241, 1.522, -6.221)
C (-7.540, 1.749, 0.845)
Br (0.653, 2.003, 10.075)
H (1.524, -0.096, -2.971)
Br (0.924, -3.102, 4.053)
Br (-5.645, 0.988, 3.784)
C (-1.555, -0.145, -4.468)
H (-0.232, -0.915, 3.629)
Br (-0.681, -1.143, 6.069)
H (-0.657, -0.210, -2.514)
C (-1.864, 0.841, 2.547)
H (4.072, -2.895, -4.875)
C (-7.590, -0.989, 0.999)
H (5.732, -0.033, -3.004)
H (-9.625, -0.784, 1.610)
N (1.200, -0.044, 0.622)
Br (3.897, 2.525, 2.228)
N (-2.652, -0.223, -6.691)
C (4.307, -0.836, -5.565)
H (-7.551, 2.820, 0.675)
H (-4.842, -0.683, -5.128)
Br (-2.204, -2.437, 3.575)
O (-5.134, 2.925, 0.272)
H (-5.446, -0.871, 0.696)
C (2.770, 0.686, -4.438)
O (-4.118, 1.029, 0.252)
C (-8.740, 1.123, 1.120)
H (5.387, 2.791, 4.233)
H (-7.631, -2.071, 0.959)
C (-8.749, -0.271, 1.236)
H (-1.529, 0.055, 0.596)
C (-6.367, 1.040, 0.687)
H (7.787, -1.206, -3.295)
C (-0.499, -1.773, 4.232)
O (9.136, -3.350, -3.224)
C (-2.699, -0.322, -5.232)
C (1.107, 2.170, 8.216)
C (0.854, 0.658, 2.958)
C (2.288, -0.374, -3.689)
H (1.926, 0.695, 3.097)
O (2.405, 0.014, 0.766)
Br (3.145, 2.845, 5.265)
Br (-3.972, -0.273, 6.206)
H (-5.880, 1.370, 6.216)
C (3.796, -1.851, -4.765)

Output
strongest force on any atom: 1.5 eV/A
energy above the lowest of the compared OMol25 structures with the same formula, charge and spin: 0.0 kcal/mol
gap between HOMO and LUMO: 8.6 eV
HOMO level: -9.75 eV
total charge: 0
E_tot: -904148.071 eV